Entry 1:
Density functional theory data (wB97M-V/def2-TZVPD) for a single C5H6N2O molecule at a distorted geometry.

Output
E_HOMO: -9.3 eV
LUMO: -0.5 eV

```
! RIJCOSX wB97M-V def2-TZVPD def2/J DEFGRID3
* xyz 0 1
C 2.40 0.23 -0.01
C 1.13 -0.19 -0.03
C 0.60 -1.59 0.01
N -0.70 -1.63 0.03
C -1.17 -0.27 -0.01
O -2.31 0.15 0.00
N -0.06 0.55 -0.07
C -0.10 1.98 0.04
H 3.16 -0.53 -0.01
H 2.67 1.29 0.06
H 1.24 -2.46 0.08
H 0.21 2.36 1.04
H 0.60 2.46 -0.72
H -1.14 2.33 -0.19
*
```

***

Entry 2:
Density functional theory data (wB97M-V/def2-TZVPD) for a single C5H6N2O molecule at a distorted geometry.

Output
E_HOMO: -8.9 eV
LUMO: -0.2 eV

```
! RIJCOSX wB97M-V def2-TZVPD def2/J DEFGRID3
* xyz 0 1
C 1.31 1.10 0.25
N 1.87 -0.08 0.13
N 1.26 -1.11 -0.33
C 0.03 -1.53 -0.09
C -1.02 -0.64 0.64
O -2.18 0.09 0.01
C -0.91 0.29 -0.46
C -0.12 1.49 -0.14
H 2.01 1.64 0.88
H -0.20 -2.57 -0.21
H -0.90 -0.46 1.74
H -0.69 0.18 -1.47
H 0.11 2.06 -1.23
H -0.65 2.51 0.47
*
```

***

Entry 3:
Density functional theory data (wB97M-V/def2-TZVPD) for a single C5H6N2O molecule at a distorted geometry.

Output
E_HOMO: -9.4 eV
LUMO: -0.8 eV

```
! RIJCOSX wB97M-V def2-TZVPD def2/J DEFGRID3
* xyz 0 1
C -1.97 -0.06 -0.09
C -0.78 -0.67 -0.02
C -0.20 -1.93 0.02
N 1.10 -2.01 -0.07
C 1.59 -0.62 -0.08
O 2.70 -0.27 0.01
N 0.46 0.21 -0.12
C 0.58 1.65 0.00
H -2.04 1.00 -0.15
H -2.81 -0.60 0.29
H -0.73 -2.85 0.05
H 0.13 2.16 -0.81
H 0.26 2.04 0.98
H 1.71 1.93 -0.01
*
```

***

Entry 4:
Density functional theory data (wB97M-V/def2-TZVPD) for C5H6N2O2 as an isolated structure at a distorted geometry.

Output
E_HOMO: -9.0 eV
LUMO: 0.7 eV

```
! RIJCOSX wB97M-V def2-TZVPD def2/J DEFGRID3
* xyz 0 1
C 3.22 -0.42 0.14
C 1.80 0.16 -0.06
C -0.69 -0.38 0.00
C -2.69 -0.44 -0.12
C -2.35 0.85 0.16
H 3.42 -1.43 -0.45
H 3.35 -0.64 1.26
H 3.86 0.17 -0.28
H 1.18 -1.79 0.17
H -3.77 -0.83 -0.33
H -2.89 1.76 0.26
N 0.73 -0.73 0.14
N -1.56 -1.26 -0.21
O 1.57 1.35 -0.39
O -0.96 0.90 0.29
*
```

***

Entry 5:
Density functional theory data (wB97M-V/def2-TZVPD) for a single C5H6N2O2 molecule at a distorted geometry.

Output
E_HOMO: -8.9 eV
LUMO: 0.8 eV

```
! RIJCOSX wB97M-V def2-TZVPD def2/J DEFGRID3
* xyz 0 1
C -2.87 -0.27 0.12
C -1.53 0.24 -0.20
O -1.35 1.43 -0.53
N -0.52 -0.60 0.02
C 0.88 -0.19 -0.06
N 1.89 -1.05 -0.35
C 2.95 -0.26 -0.21
C 2.56 1.04 0.08
O 1.19 1.01 0.17
H -2.94 -1.31 -0.60
H -3.62 0.51 -0.16
H -2.94 -0.49 1.18
H -0.49 -1.39 0.37
H 3.84 -0.76 -0.33
H 2.95 2.09 0.49
*
```

***

Entry 6:
Density functional theory data (wB97M-V/def2-TZVPD) for a single C5H6N2O2 molecule at a distorted geometry.

Output
E_HOMO: -8.8 eV
LUMO: 0.6 eV

```
! RIJCOSX wB97M-V def2-TZVPD def2/J DEFGRID3
* xyz 0 1
C -1.06 1.81 0.10
C -0.13 0.90 -0.01
N 1.25 0.95 -0.18
C 1.92 -0.25 -0.13
O 3.13 -0.37 -0.30
C 0.78 -1.29 0.15
N -0.44 -0.49 0.16
C -1.67 -1.05 0.00
O -2.64 -0.55 -0.52
H -2.09 1.58 -0.17
H -0.74 2.79 0.37
H 1.66 1.90 -0.28
H 0.80 -1.99 -0.70
H 0.91 -1.82 1.11
H -1.69 -2.11 0.41
*
```

***

- The lowest E_HOMO belongs to which entry?
  number 3

***

- Look up the E_HOMO of the sixth one.
  -8.8 eV

***

- Which value of LUMO does entry 6 give?
  0.6 eV

***

- Look up the E_HOMO of the fourth one.
  -9.0 eV